Formula: C14H17IN2O2Sn
Source: OMol25
Level of theory: ωB97M-V with the def2-TZVPD basis set

Geometry as XYZ:
```
37
Properties=species:S:1:pos:R:3:forces:R:3:nbo_charge:R:1
C 0.995 -2.982 -3.478 -0.1 -0.8 -0.5 -1.04
C -1.534 -3.144 -0.006 -0.4 -1.2 -0.3 -1.01
H 0.693 -2.170 -4.163 0.1 -0.4 0.4 0.23
H 0.704 -3.952 -3.882 0.0 0.1 -0.4 0.22
H 2.092 -3.004 -3.331 -0.8 0.2 0.1 0.24
H -2.378 -2.513 -0.307 0.2 -0.3 -0.1 0.23
H -1.772 -4.211 -0.086 -0.3 0.2 0.2 0.22
H -1.205 -2.901 1.010 0.2 -0.1 -0.8 0.28
C 1.545 0.951 -2.034 0.0 0.9 0.2 0.05
C 2.079 2.261 -2.135 -0.1 -0.2 0.0 -0.25
C 1.506 3.326 -1.418 0.0 -0.8 -0.2 -0.18
C 0.445 3.000 -0.592 -0.2 -0.5 -0.1 -0.23
H 1.993 0.097 -2.573 -0.2 0.6 0.2 0.20
H 2.938 2.421 -2.775 0.0 0.0 0.0 0.22
H 1.840 4.368 -1.455 0.2 -0.5 -0.2 0.22
H -0.041 3.734 0.043 0.4 0.0 -0.3 0.21
N 0.490 0.663 -1.272 0.2 1.0 0.1 -0.39
C -0.027 1.677 -0.547 0.7 0.2 -0.4 0.17
C -1.094 1.366 0.416 -1.0 0.3 0.9 0.16
N -1.301 0.066 0.675 -0.1 0.4 -0.2 -0.40
C -2.207 -0.257 1.578 -0.5 0.9 0.4 0.05
C -2.784 2.081 2.017 0.3 -0.7 -0.7 -0.18
C -2.979 0.714 2.243 0.3 -0.2 -0.1 -0.26
H -2.327 -1.324 1.794 -0.1 0.5 0.0 0.20
H -3.727 0.354 2.914 -0.4 0.0 0.5 0.21
C -1.813 2.413 1.070 0.0 -0.8 0.0 -0.23
H -1.640 3.462 0.843 -0.1 -0.4 0.0 0.21
H -3.390 2.867 2.487 0.3 -0.5 -0.1 0.22
Sn -0.048 -2.698 -1.545 0.5 2.1 0.1 1.17
I 2.577 -2.648 -0.580 1.7 -1.0 -0.7 -0.12
C 1.752 0.007 2.573 -0.3 -0.1 -0.6 -0.27
O 1.370 -0.346 1.192 1.7 -0.3 0.8 -0.59
C 1.162 -1.654 0.944 -3.6 1.1 2.2 0.57
O 0.543 -2.363 1.727 1.7 0.4 -0.2 -0.70
H 0.841 0.203 3.157 0.3 -0.1 -0.1 0.19
H 2.340 0.923 2.449 -0.2 -0.2 0.2 0.19
H 2.358 -0.790 3.045 -0.4 0.4 -0.3 0.19
```
Positions in Å, forces in eV/Å.

## Properties
- LUMO (alpha / beta) (eV) = 0.003 / -0.079
- net charge = 0
- E_tot (eV) = -35795.7835
- relative energy (zero: lowest compared OMol25 entry of this formula, charge and spin) (kcal/mol) = 44.6
- molecular weight (g mol⁻¹) = 490.92
- orbital gap (alpha / beta) (Ha) = 0.2263 / 0.2066